{"formula": "C5H9NO", "method": "the ωB97M-V functional and the def2-TZVPD basis", "de_lowest_kj_mol": 323.0, "homo_lumo_gap_ev": 9.99, "homo_energy_ev": -9.059, "lumo_energy_ev": 0.935, "smiles": "C[C@H]1CN(C)C1=O", "total_energy_ev": -8865.86513, "elements": ["C", "C", "C", "N", "C", "C", "O", "H", "H", "H", "H", "H", "H", "H", "H", "H"], "positions_angstrom": [[1.194290, -0.420732, 0.923285], [1.181585, 0.662004, -0.474967], [0.098161, 0.139793, -1.405464], [-0.895422, 0.501690, -0.380915], [-1.729481, -0.578937, 0.121525], [0.142366, 1.260686, 0.357083], [0.181616, 2.029155, 1.281185], [0.362403, -0.372482, 1.677952], [2.078055, -0.260693, 1.533236], [1.109984, -1.418057, 0.518452], [2.010890, 1.257046, -0.920466], [-0.052678, 0.737752, -2.316573], [0.177951, -0.917160, -1.693389], [-1.218246, -1.559680, 0.074100], [-1.986930, -0.388095, 1.164061], [-2.654541, -0.672287, -0.459106]], "forces_ev_per_angstrom": [[0.897, -0.356, -0.840], [0.122, -0.617, 1.053], [0.158, -0.102, -0.025], [-0.073, 0.313, 0.267], [-0.195, 0.115, 0.245], [-1.331, 0.993, -0.381], [-0.999, -0.135, -0.394], [0.589, 0.527, -1.169], [0.324, -0.038, -0.404], [0.532, -0.376, -0.117], [0.017, -0.868, 1.155], [0.281, -0.122, 0.230], [-0.267, 0.116, 0.275], [-0.057, 0.379, 0.023], [-0.118, 0.054, -0.039], [0.119, 0.118, 0.120]], "lowdin_charge": [0.023, -0.101, -0.153, -0.093, -0.084, -0.537, 0.080, 0.095, 0.077, 0.062, 0.146, 0.117, 0.116, 0.080, 0.089, 0.082]}

=====

{"formula": "C37H64B2FN10O6S", "method": "the ωB97M-V functional and the def2-TZVPD basis", "homo_lumo_gap_ev": 6.31, "homo_energy_ev": -12.580, "lumo_energy_ev": -6.272, "total_energy_ev": -81488.65458, "total_charge": 1, "elements": ["C", "O", "B", "O", "C", "C", "C", "C", "S", "O", "O", "F", "N", "B", "O", "O", "N", "H", "H", "H", "H", "H", "H", "H", "H", "C", "C", "C", "C", "N", "H", "H", "H", "H", "H", "H", "H", "C", "C", "C", "C", "N", "H", "H", "H", "H", "H", "H", "H", "C", "C", "C", "C", "N", "H", "H", "H", "H", "H", "H", "H", "C", "C", "C", "C", "N", "H", "H", "H", "H", "H", "H", "H", "C", "C", "C", "C", "N", "H", "H", "H", "H", "H", "H", "H", "C", "C", "C", "C", "N", "H", "H", "H", "H", "H", "H", "H", "C", "C", "C", "C", "N", "H", "H", "H", "H", "H", "H", "H", "C", "C", "C", "C", "N", "H", "H", "H", "H", "H", "H", "H"], "positions_angstrom": [[2.164754, 3.282070, -2.440193], [2.739597, 2.798945, -3.689897], [1.771121, 2.112389, -4.475951], [1.576964, 2.576329, -5.838209], [0.932974, 0.812340, -3.881711], [-0.450002, 0.592750, -4.542022], [-1.194554, -0.634413, -3.874659], [-0.338113, -1.253592, -2.765952], [-1.155791, -2.684736, -1.860356], [-2.499566, -2.948265, -2.509544], [-1.454694, -2.325537, -0.423350], [-0.303406, -4.112476, -2.022724], [0.964221, -0.914307, -2.322132], [1.702401, -1.645706, -1.179185], [1.677686, -1.012968, 0.096281], [2.363363, -2.870218, -1.490973], [1.605194, 0.111636, -2.871371], [2.811210, 2.924680, -1.570352], [1.076342, 2.990296, -2.269952], [2.208842, 4.425569, -2.465501], [0.766018, 3.131974, -5.873673], [-0.916596, 1.215756, -5.367621], [-2.237772, -0.970698, -4.188962], [2.160529, -1.638980, 0.691929], [2.714670, -2.773683, -2.411448], [2.277559, 3.451620, 1.772946], [0.983911, 3.905072, 2.441230], [-0.249070, 3.165834, 1.915757], [-0.405704, 3.414433, 0.443112], [-0.516044, 3.618512, -0.716165], [2.269948, 3.657105, 0.699030], [3.131453, 3.983588, 2.198459], [2.438454, 2.378780, 1.917550], [0.863878, 4.982008, 2.287181], [1.064341, 3.741585, 3.519317], [-1.146328, 3.515264, 2.433110], [-0.155279, 2.090150, 2.088895], [-4.261591, 7.924259, -1.957198], [-4.588684, 6.440175, -2.088739], [-3.362860, 5.541504, -1.907620], [-2.343308, 5.864767, -2.963330], [-1.542333, 6.116490, -3.791559], [-3.562453, 8.253131, -2.730137], [-5.167580, 8.523618, -2.064327], [-3.822842, 8.143415, -0.980837], [-5.037267, 6.261621, -3.071711], [-5.339811, 6.173862, -1.339053], [-3.651142, 4.490771, -1.996246], [-2.921477, 5.689653, -0.918493], [8.081496, -4.214053, -2.017780], [6.785680, -3.734360, -1.372474], [5.548613, -4.455716, -1.913401], [5.420529, -4.212190, -3.389148], [5.319650, -4.018261, -4.548094], [8.094369, -4.015185, -3.092513], [8.937554, -3.694294, -1.581893], [8.221491, -5.288231, -1.864503], [6.686763, -2.656092, -1.534760], [6.846543, -3.892791, -0.292033], [4.649986, -4.087904, -1.411674], [5.621645, -5.531331, -1.732047], [-4.234414, 1.207312, 0.120095], [-5.579371, 1.158535, 0.838662], [-6.346907, 2.480058, 0.745968], [-5.550416, 3.584752, 1.385957], [-4.926562, 4.456463, 1.909597], [-3.565969, 1.949089, 0.565133], [-3.733179, 0.237995, 0.185907], [-4.364471, 1.452410, -0.938848], [-5.414725, 0.898678, 1.889086], [-6.185807, 0.359893, 0.401804], [-7.308318, 2.395501, 1.258356], [-6.541075, 2.736019, -0.299151], [-0.708155, -3.509462, 3.024761], [-2.058137, -3.522099, 3.732065], [-2.797789, -2.186168, 3.625552], [-1.981079, -1.095316, 4.256029], [-1.338132, -0.239493, 4.749369], [-0.026734, -2.780492, 3.471047], [-0.229673, -4.489174, 3.101143], [-0.823752, -3.268665, 1.963263], [-1.903315, -3.778295, 4.784888], [-2.680876, -4.309898, 3.297392], [-3.762454, -2.248990, 4.135236], [-2.983501, -1.932729, 2.578065], [4.777593, -10.221908, -3.147170], [3.684639, -9.177030, -3.345777], [3.958888, -7.876929, -2.586161], [4.040010, -8.152581, -1.112506], [4.103663, -8.368596, 0.044480], [4.859057, -10.526002, -2.100525], [4.554938, -11.119226, -3.728901], [5.749884, -9.838818, -3.471269], [2.727532, -9.599380, -3.023857], [3.595234, -8.954295, -4.412908], [3.156764, -7.157621, -2.771026], [4.899384, -7.428996, -2.918768], [0.966635, -8.091267, 4.862251], [-0.382793, -8.102151, 5.572869], [-1.121207, -6.765565, 5.468993], [-0.301226, -5.677771, 6.100736], [0.343659, -4.825436, 6.597832], [1.650191, -7.363302, 5.306631], [1.443271, -9.071238, 4.937563], [0.849274, -7.850653, 3.801099], [-0.227316, -8.358584, 6.625397], [-1.006862, -8.888805, 5.139130], [-2.085160, -6.827560, 5.980348], [-1.308473, -6.510382, 4.422108], [-1.036085, 10.619334, 1.469408], [-1.957920, 11.803863, 1.739629], [-3.439843, 11.450604, 1.593267], [-3.719075, 10.987711, 0.192722], [-3.938353, 10.624270, -0.907001], [-1.133545, 10.259051, 0.441989], [0.007298, 10.909664, 1.613445], [-1.255213, 9.789185, 2.147962], [-1.701258, 12.616744, 1.053158], [-1.777500, 12.170764, 2.754093], [-4.058164, 12.325369, 1.809158], [-3.717122, 10.658304, 2.293831]], "forces_ev_per_angstrom": [[0.315, 0.778, 1.228], [-2.802, -1.479, -0.957], [1.980, 2.197, -0.792], [-0.893, -1.042, 2.688], [-1.125, 0.445, -1.127], [0.762, -4.210, 4.542], [4.233, 2.522, 0.397], [-0.285, 0.043, -1.366], [-7.662, -1.433, 2.497], [5.083, 0.822, 0.414], [3.250, -0.930, -3.987], [-0.794, 3.178, 0.239], [-3.457, 0.482, -2.159], [1.497, -0.756, 2.693], [0.362, -2.607, -2.990], [-0.946, 3.177, -0.405], [-2.558, 0.794, -1.894], [-0.936, 0.372, -1.160], [1.453, 0.293, -0.279], [-0.139, -1.640, -0.007], [0.811, -0.266, -0.256], [0.939, -0.857, 1.204], [1.720, 0.156, 0.852], [-0.420, 0.835, -0.201], [-0.332, -0.655, 0.734], [0.080, 0.004, 0.031], [0.371, 0.127, -0.003], [0.016, 0.368, -0.679], [-0.471, 0.324, -2.617], [0.271, -0.746, 3.704], [-0.050, -0.021, 0.059], [-0.059, -0.088, -0.030], [0.009, 0.069, -0.016], [-0.102, -0.113, 0.054], [-0.166, -0.016, -0.095], [-0.027, -0.075, -0.197], [-0.056, 0.058, -0.120], [-0.095, -0.234, -0.028], [-0.207, 0.330, -0.070], [0.279, 0.357, -0.719], [1.912, 0.255, -1.558], [-2.418, -0.847, 2.417], [-0.012, -0.021, 0.098], [0.141, -0.025, 0.082], [-0.066, -0.017, -0.139], [0.051, -0.119, 0.087], [0.112, -0.120, -0.023], [0.230, 0.032, -0.038], [0.098, -0.017, -0.156], [0.072, 0.002, -0.013], [0.388, 0.094, 0.057], [0.148, 0.351, -0.705], [-0.452, 0.220, -2.410], [0.199, -0.494, 3.473], [-0.046, -0.047, 0.065], [-0.071, -0.088, -0.019], [0.013, 0.089, -0.019], [-0.101, -0.093, 0.042], [-0.156, -0.011, -0.081], [-0.001, -0.125, -0.129], [-0.033, 0.085, -0.090], [0.089, -0.071, 0.019], [0.258, -0.196, -0.052], [0.578, 0.431, 0.517], [1.746, 2.954, 1.646], [-2.463, -3.653, -2.228], [-0.083, 0.018, -0.054], [-0.033, 0.041, -0.045], [0.027, 0.003, 0.062], [-0.105, 0.066, -0.077], [-0.079, 0.137, 0.069], [0.098, 0.166, -0.020], [0.047, 0.109, 0.113], [0.108, -0.056, -0.066], [0.243, -0.230, -0.013], [0.539, 0.368, 0.519], [1.141, 1.993, 0.966], [-1.869, -2.554, -1.560], [-0.088, -0.028, 0.020], [-0.010, 0.072, -0.017], [-0.007, -0.018, 0.059], [-0.096, 0.102, -0.074], [-0.083, 0.133, 0.039], [0.101, 0.165, -0.009], [0.067, 0.086, 0.091], [0.030, -0.065, -0.010], [0.059, -0.364, -0.153], [-0.124, -0.399, 0.742], [0.184, -0.153, 2.477], [-0.209, 0.657, -3.459], [0.008, 0.080, -0.057], [0.052, 0.095, 0.023], [-0.063, -0.057, 0.030], [0.041, 0.160, -0.022], [-0.038, 0.117, 0.112], [0.092, 0.010, 0.153], [-0.037, -0.062, 0.089], [0.054, -0.040, -0.007], [0.281, -0.252, -0.055], [0.556, 0.364, 0.542], [1.134, 1.959, 0.971], [-1.901, -2.546, -1.527], [-0.088, -0.004, -0.040], [-0.047, 0.085, -0.060], [0.044, -0.027, 0.064], [-0.135, 0.070, -0.079], [-0.069, 0.128, 0.073], [0.094, 0.168, -0.013], [0.065, 0.085, 0.089], [0.087, -0.023, 0.000], [0.354, -0.049, -0.009], [0.075, -0.097, -0.822], [-0.766, -0.769, -2.231], [0.755, 1.359, 3.364], [-0.060, 0.015, 0.073], [-0.084, -0.048, 0.024], [0.029, 0.044, -0.058], [-0.128, -0.026, 0.094], [-0.142, 0.021, -0.073], [-0.059, -0.143, -0.127], [-0.031, 0.004, -0.151]], "lowdin_charge": [-0.083, -0.002, -0.439, 0.105, -0.012, 0.167, 0.120, -0.108, 0.855, -0.294, -0.269, -0.169, 0.041, -0.525, 0.180, 0.149, 0.211, 0.100, 0.045, 0.124, 0.120, 0.148, 0.144, 0.146, 0.131, -0.105, -0.256, -0.170, -0.170, 0.146, 0.050, 0.079, 0.076, 0.116, 0.116, 0.119, 0.115, -0.145, -0.271, -0.204, -0.225, 0.116, 0.071, 0.066, 0.053, 0.110, 0.102, 0.098, 0.106, -0.104, -0.264, -0.186, -0.220, 0.135, 0.073, 0.078, 0.081, 0.112, 0.113, 0.093, 0.100, -0.112, -0.266, -0.182, -0.202, 0.128, 0.060, 0.061, 0.072, 0.112, 0.111, 0.118, 0.115, -0.105, -0.269, -0.179, -0.207, 0.131, 0.075, 0.064, 0.051, 0.096, 0.111, 0.117, 0.106, -0.108, -0.268, -0.199, -0.219, 0.134, 0.072, 0.076, 0.079, 0.113, 0.111, 0.110, 0.102, -0.110, -0.268, -0.190, -0.224, 0.145, 0.071, 0.076, 0.075, 0.115, 0.110, 0.117, 0.102, -0.115, -0.271, -0.180, -0.177, 0.154, 0.069, 0.073, 0.075, 0.114, 0.109, 0.115, 0.117]}